# 1
107
Properties=species:S:1:pos:R:3:forces:R:3 method="wB97M-V/def2-TZVPD" fmax_ev_per_a=1.61 orbital_gap_ev=8.4 energy_ha=-3903.3372 de_lowest_kcal_mol=0.0
C 4.6893 -5.8828 1.4628 0.156 -0.080 0.155
C 3.2739 -6.3855 1.6366 0.007 -0.393 -0.031
O 2.3644 -5.7433 0.7213 0.194 0.392 0.251
P 1.4168 -4.5913 1.2905 -0.065 -0.453 -0.652
O 0.2624 -5.0933 2.0582 -0.103 0.245 0.317
C 0.9939 -3.6606 -0.1819 0.671 -0.198 -0.771
C -0.3543 -4.1127 -0.7590 0.159 -0.239 -0.011
C -1.1855 -3.0267 -1.4519 0.757 0.145 -0.474
C -0.2825 -2.0076 -2.1676 -0.054 -0.026 0.262
O -1.9786 -2.2395 -0.5830 -0.240 -0.343 0.114
C -2.4528 -2.8157 0.6388 -0.331 -0.132 0.192
B -3.5163 -4.0249 0.4978 0.050 -0.566 0.056
N -3.3847 -5.2179 1.3135 0.374 0.868 0.126
O -4.5082 -3.9843 -0.4293 -0.449 0.373 0.250
C -2.9042 -1.6139 1.5832 0.142 -0.225 -0.552
C -2.6962 -2.0263 3.0763 0.003 0.153 0.190
C -3.3254 -3.2945 3.5741 0.108 -0.075 0.050
O -4.4577 -3.5388 3.8085 -0.169 -0.084 -0.120
F -2.3795 -4.2219 3.8446 0.070 0.025 0.109
C -4.4215 -1.2788 1.3964 -0.127 0.904 0.346
I -4.9029 -0.6912 -0.6076 0.348 -0.628 -0.486
C -5.0888 -0.3125 2.4750 -0.437 -0.623 -0.292
C -6.1238 -1.0754 3.3233 -0.010 0.063 -0.027
I -6.1514 1.3955 1.6858 0.033 0.499 0.595
N -2.0014 -0.4632 1.2935 -0.116 -0.327 0.326
C -2.4992 0.8895 1.4959 -0.353 0.084 0.141
O -1.5860 1.7857 0.9100 0.024 -0.068 0.126
C -1.5130 3.0000 1.6586 -0.306 0.282 -0.008
O -0.6534 3.8857 1.0596 -0.048 -0.025 -0.019
C 0.7223 3.5745 1.2128 0.367 0.184 -0.062
C 1.2575 2.6808 0.0985 0.262 0.442 -0.285
O 2.3583 1.9456 0.6017 -0.012 -0.013 0.127
P -0.3468 -0.5079 1.6066 0.280 0.733 0.632
N 0.0646 0.1357 2.9590 -0.284 0.058 -0.452
O 0.0979 -2.0424 1.5619 -0.956 0.794 1.018
O 0.3713 0.0411 0.3003 -0.248 -0.790 -0.157
C -2.0202 -3.7089 -2.5824 -0.180 0.140 0.295
F -3.1019 -3.0040 -2.8986 -0.200 0.153 0.022
F -2.4103 -4.9583 -2.2786 -0.237 -0.125 0.231
F -1.2988 -3.8290 -3.7135 0.258 -0.082 -0.076
O 2.4022 -3.6483 2.1187 -0.134 -0.071 0.207
C 2.1225 -3.3294 3.4998 0.732 0.449 0.053
C 2.6474 -1.9248 3.7940 -0.210 0.085 -0.217
H 4.8585 -4.9294 1.9613 -0.099 0.078 -0.121
H 5.3754 -6.6100 1.9029 0.009 0.027 0.002
H 4.9386 -5.7889 0.4067 -0.042 0.011 -0.015
H 2.9288 -6.2723 2.6670 -0.047 0.092 -0.013
H 3.2237 -7.4515 1.4146 -0.058 0.037 -0.097
H 1.7861 -3.8315 -0.9134 0.039 -0.095 0.000
H 1.0485 -2.6083 0.0894 0.045 -0.579 -0.453
H -0.9243 -4.6037 0.0297 -0.093 -0.013 -0.211
H -0.1612 -4.9026 -1.4856 0.026 0.036 -0.041
H 0.5134 -2.5010 -2.7203 -0.074 -0.007 -0.141
H -0.8794 -1.3942 -2.8406 0.042 0.049 -0.041
H 0.1789 -1.3668 -1.4194 -0.066 -0.096 -0.157
H -1.6116 -3.2637 1.1717 -0.039 0.118 -0.045
H -4.1201 -5.4043 1.9836 -0.077 -0.380 -0.274
H -2.4833 -5.3204 1.7657 -0.081 -0.070 0.168
H -5.0716 -4.7658 -0.3657 0.162 -0.033 -0.211
H -3.0718 -1.2218 3.7106 -0.042 -0.064 0.015
H -1.6451 -2.1112 3.3219 0.158 0.078 -0.216
H -4.9833 -2.1983 1.5322 0.263 -0.221 -0.213
H -4.3499 0.0983 3.1506 0.071 0.323 -0.177
H -6.8938 -0.4071 3.6978 0.069 0.022 0.124
H -6.6261 -1.8430 2.7334 0.003 0.018 -0.032
H -5.6461 -1.5649 4.1696 0.000 -0.049 -0.066
H -3.4598 1.0077 1.0038 -0.057 -0.105 -0.017
H -2.6163 1.1329 2.5608 0.158 0.013 0.075
H -2.5024 3.4694 1.6646 0.031 -0.006 -0.029
H -1.2095 2.7712 2.6897 0.088 -0.162 -0.054
H 0.9350 3.1210 2.1870 -0.202 -0.123 -0.018
H 1.2477 4.5308 1.1891 -0.052 0.003 0.073
H 1.5990 3.3103 -0.7300 -0.035 -0.011 -0.024
H 0.4656 2.0522 -0.3013 0.260 0.422 0.178
H 2.3357 1.0626 0.2181 -0.069 0.095 -0.104
H 0.7489 0.8763 2.8536 0.067 -0.051 0.170
H 0.3427 -2.2962 2.4632 0.030 0.031 -0.031
H -0.2607 0.4722 -0.2940 0.002 -0.134 0.064
H 2.6412 -4.0621 4.1183 -0.207 -0.121 0.015
H 1.0522 -3.3946 3.6823 -0.120 -0.365 0.180
H 3.3660 -1.6344 3.0284 0.177 -0.113 0.093
H 3.1197 -1.8734 4.7726 0.023 -0.030 0.021
H 1.8458 -1.1852 3.7539 0.061 -0.032 0.082
C 1.7581 4.6962 -3.9705 -0.031 -0.108 0.122
C 2.7886 3.8538 -4.7076 -0.025 0.106 0.030
C 2.3354 2.4027 -4.9089 0.088 0.079 -0.010
C 2.1033 1.7308 -3.6305 -0.048 -0.003 -0.019
N 1.9214 1.2380 -2.6103 -0.036 -0.131 0.067
H 1.5730 4.3144 -2.9640 -0.014 -0.062 -0.033
H 2.1086 5.7189 -3.8798 -0.003 0.055 -0.011
H 0.8071 4.7119 -4.5068 0.002 0.019 -0.004
H 3.7334 3.8620 -4.1606 0.008 -0.031 -0.015
H 2.9832 4.2953 -5.6858 0.010 -0.040 -0.016
H 3.0863 1.8339 -5.4588 -0.025 -0.017 -0.014
H 1.4075 2.3702 -5.4832 -0.006 -0.024 0.004
C 4.6442 9.9061 -3.7981 -0.005 0.023 -0.018
C 3.2300 10.3738 -4.1176 0.116 0.004 0.019
C 2.2009 9.2388 -4.0557 0.059 0.108 -0.020
C 2.5035 8.1799 -5.0185 -0.070 -0.015 -0.017
N 2.7409 7.3497 -5.7745 0.060 0.016 -0.057
H 4.9906 9.1688 -4.5237 -0.019 -0.020 0.011
H 5.3400 10.7443 -3.8207 0.002 -0.003 0.012
H 4.6943 9.4548 -2.8053 0.002 -0.004 -0.001
H 3.2058 10.8255 -5.1109 -0.036 0.000 0.000
H 2.9273 11.1460 -3.4087 -0.055 -0.015 -0.006
H 1.1989 9.6126 -4.2696 -0.013 -0.024 0.018
H 2.1830 8.7947 -3.0580 -0.013 -0.013 -0.005

# 2
89
Properties=species:S:1:pos:R:3:forces:R:3 method="wB97M-V/def2-TZVPD" fmax_ev_per_a=5.41 charge=+1 orbital_gap_ev=5.8 energy_ha=-1806.8505
C 5.2960 0.4371 2.2982 0.349 -0.359 0.090
O 6.2211 1.4398 1.7557 -1.465 -1.410 -0.821
C 6.2544 1.1320 0.3134 1.231 0.241 -0.083
C 6.8536 2.3449 -0.5630 -0.930 0.379 0.275
C 5.8239 2.8468 -1.7049 0.343 0.998 0.508
C 6.3602 2.6812 -3.2114 -0.801 -0.019 0.187
C 5.8641 1.3561 -3.9712 0.637 -0.026 -0.797
C 6.0210 -0.0059 -3.1321 -0.244 0.063 -0.717
C 4.7089 -0.4585 -2.3297 0.386 -1.006 0.092
C 3.6554 -1.3185 -3.1899 -0.759 0.121 1.202
C 2.5753 -1.9079 -2.1089 0.275 0.317 -0.602
C 1.0466 -1.8075 -2.6690 1.231 -2.350 1.749
N 0.4546 -0.4510 -2.3039 -0.043 -0.196 -0.465
I -1.0734 -0.6425 -0.8712 0.083 -0.173 0.441
C -0.1518 0.2919 -3.4736 -1.128 0.924 -1.638
C 0.8391 1.3168 -4.2012 -0.849 0.729 0.017
C 1.4908 2.4100 -3.2002 3.224 0.103 0.081
O 2.7477 2.4014 -3.1171 -4.123 -0.100 -0.074
N 0.7234 3.4034 -2.4509 0.884 -2.635 0.217
C 1.2523 3.6457 -1.0936 1.682 1.969 4.747
C 1.5086 5.1248 -0.6205 0.634 -2.746 2.185
C 2.0369 5.4499 0.8230 -0.612 -3.225 -0.563
C 2.3183 4.3369 1.8761 -1.440 -1.533 -4.307
C 2.0909 2.8671 1.4127 -0.772 2.649 -2.476
C 1.5616 2.5450 -0.0323 0.535 3.012 1.025
H 5.5628 -0.5674 1.8186 -0.477 1.125 0.784
H 4.2097 0.6839 2.0286 1.408 -0.218 0.298
H 5.3871 0.3221 3.4297 0.073 0.500 -1.577
H 6.9840 0.2493 0.2008 -1.361 0.856 0.042
H 5.1824 0.8466 0.0336 1.575 0.456 -0.043
H 7.0054 3.2202 0.1783 0.030 -1.505 -1.211
H 7.8375 2.0858 -1.0939 -1.326 0.230 1.182
H 4.8029 2.3809 -1.4996 1.318 0.645 -0.635
H 5.6902 3.9847 -1.5324 0.090 -1.844 -0.316
H 6.0110 3.6133 -3.7899 0.561 -1.532 0.672
H 7.5029 2.7055 -3.1961 -1.509 -0.075 -0.016
H 6.5514 1.2426 -4.8986 -1.093 0.212 1.435
H 4.8000 1.4639 -4.4155 1.615 -0.114 1.051
H 6.2426 -0.8386 -3.9074 -0.297 1.201 1.383
H 6.9495 0.0728 -2.4574 -1.527 -0.147 -0.850
H 5.0501 -1.1527 -1.4648 -0.534 1.046 -1.315
H 4.1254 0.3897 -1.8360 0.917 -0.899 -0.848
H 3.0451 -0.6561 -3.8993 1.181 -0.829 0.761
H 4.1142 -2.1913 -3.7642 -0.489 1.348 0.720
H 2.7121 -1.2902 -1.1365 -0.595 -0.912 -1.419
H 2.8209 -2.9932 -1.8047 -0.539 1.692 -0.661
H 0.9664 -2.0575 -3.7778 0.062 0.722 1.527
H 0.4604 -2.5840 -2.0431 0.767 1.201 -1.455
H 1.2076 0.0743 -1.8264 -0.360 0.076 -0.479
H -1.1205 0.7969 -3.0972 1.826 -0.538 -0.717
H -0.5060 -0.5023 -4.2319 0.629 1.218 1.281
H 1.6502 0.7577 -4.8002 -1.062 1.125 1.299
H 0.2178 1.9129 -4.9738 0.774 -1.098 1.187
H -0.2904 3.2259 -2.4644 0.624 0.242 0.028
H 1.2993 5.9811 -1.3418 0.364 -1.371 1.123
H 2.2064 6.5352 1.1408 -0.339 -1.775 -0.719
H 2.6715 4.5148 2.9412 -0.503 -0.006 -1.751
H 2.3034 1.9887 2.1173 -0.414 1.548 -1.205
H 1.4103 1.4397 -0.2630 0.211 1.621 0.239
C -5.2975 -4.2900 3.3682 0.059 0.205 0.091
C -4.4966 -4.4925 2.0949 -0.187 -0.158 0.137
O -4.1525 -3.2760 1.4413 0.143 0.271 -0.272
C -3.3382 -2.3745 2.1753 -0.059 -0.324 0.026
C -1.9806 -2.9482 2.5420 0.036 -0.147 0.113
H -6.1737 -3.6644 3.1793 0.013 -0.087 0.002
H -5.6295 -5.2515 3.7665 0.033 0.066 -0.055
H -4.7038 -3.7958 4.1409 -0.027 -0.090 0.041
H -5.1044 -5.0604 1.3848 0.139 0.222 -0.088
H -3.5988 -5.0903 2.2832 0.026 0.018 0.050
H -3.8696 -2.0174 3.0628 0.066 0.016 0.030
H -3.1878 -1.5004 1.5324 -0.198 -0.009 -0.131
H -2.0728 -3.7726 3.2523 0.043 0.098 -0.003
H -1.3527 -2.1806 3.0010 -0.036 -0.034 -0.007
H -1.4734 -3.3377 1.6548 -0.024 0.045 0.013
C -10.3643 -1.3514 5.2443 -0.180 -0.059 -0.137
C -9.0372 -1.0648 4.5651 -0.022 -0.049 0.114
O -8.6174 -2.0970 3.6825 0.198 -0.114 -0.028
C -9.4716 -2.3731 2.5797 0.044 0.039 -0.043
C -9.6511 -1.1914 1.6432 -0.070 0.214 0.105
H -10.3445 -2.3276 5.7351 0.062 0.092 0.013
H -10.5834 -0.5848 5.9912 0.037 -0.055 -0.050
H -11.1877 -1.3630 4.5267 -0.005 0.067 0.063
H -8.2615 -0.9833 5.3322 0.046 -0.133 -0.202
H -9.0602 -0.1031 4.0424 -0.084 0.017 -0.015
H -10.4377 -2.7489 2.9314 -0.045 0.070 -0.016
H -9.0042 -3.1920 2.0257 0.098 0.038 0.216
H -10.1919 -0.3748 2.1275 -0.040 -0.049 -0.075
H -10.2177 -1.4886 0.7579 0.045 0.000 0.060
H -8.6812 -0.7981 1.3277 -0.038 -0.102 -0.015